Computed, not measured: a 5-piece molecular cluster, C26H34N5S overall, with wB97M-V/def2-TZVPD.

Cartesian coordinates (Å):
C1 -4.84 -1.26 -5.73
C2 -4.26 -2.66 -5.51
N1 -5.28 -3.63 -5.14
C3 -6.27 -3.88 -6.23
C4 -7.53 -3.04 -6.01
C5 -8.80 -3.82 -6.32
C6 -10.09 -3.01 -6.13
S1 -10.63 -2.89 -4.39
H1 -4.10 -0.48 -5.57
H2 -5.69 -1.13 -5.05
H3 -5.25 -1.19 -6.74
H4 -3.52 -2.60 -4.70
H5 -3.72 -2.96 -6.42
H6 -4.77 -4.51 -5.05
H7 -6.59 -4.92 -6.09
H8 -7.52 -2.14 -6.64
H9 -7.57 -2.67 -4.97
H10 -8.78 -4.16 -7.36
H11 -8.82 -4.70 -5.67
H12 -9.94 -2.00 -6.49
H13 -10.92 -3.45 -6.68
H14 -9.47 -3.25 -3.84
N2 -3.64 0.27 -2.80
C7 -2.70 1.14 -3.14
C8 -1.46 1.22 -2.51
C9 -1.19 0.35 -1.47
C10 -2.17 -0.57 -1.11
C11 -3.37 -0.57 -1.81
H15 -2.95 1.80 -3.96
H16 -0.73 1.95 -2.83
H17 -0.24 0.37 -0.96
H18 -2.00 -1.28 -0.31
H19 -4.15 -1.28 -1.56
N3 2.07 0.83 1.15
C12 2.51 0.13 2.20
C13 2.14 0.39 3.51
C14 1.25 1.43 3.74
C15 0.78 2.17 2.67
C16 1.22 1.82 1.40
H20 3.20 -0.67 1.98
H21 2.54 -0.20 4.31
H22 0.94 1.67 4.75
H23 0.09 2.99 2.80
H24 0.87 2.37 0.52
N4 4.89 -0.70 4.98
C17 5.80 0.19 4.62
C18 7.06 0.29 5.19
C19 7.38 -0.59 6.22
C20 6.44 -1.53 6.61
C21 5.21 -1.54 5.97
H25 5.51 0.86 3.82
H26 7.75 1.04 4.85
H27 8.35 -0.55 6.70
H28 6.64 -2.23 7.41
H29 4.45 -2.26 6.25
N5 7.60 3.64 4.86
C22 7.84 4.57 3.94
C23 8.49 5.77 4.21
C24 8.91 6.01 5.51
C25 8.67 5.05 6.48
C26 8.02 3.89 6.10
H30 7.49 4.35 2.94
H31 8.65 6.49 3.42
H32 9.42 6.94 5.76
H33 8.98 5.20 7.50
H34 7.81 3.11 6.83

Results
DFT total energy = -1682.9843 Ha
net charge = -1

=====

Computed, not measured: BeFH14O7 as an isolated structure, with wB97M-V/def2-TZVPD.

Cartesian coordinates (Å):
Be1 -0.48 0.94 -0.58
F1 0.53 0.25 0.32
O1 1.11 -1.92 -1.48
H1 1.45 -1.60 -0.66
H2 0.81 -2.81 -1.28
O2 -2.06 -0.47 1.36
H3 -1.84 -1.22 1.90
H4 -2.66 0.03 1.95
O3 -1.34 -0.38 -1.33
H5 -1.78 -0.95 -0.71
H6 -1.49 -0.82 -2.15
O4 -1.36 2.17 0.05
H7 -1.47 2.25 1.03
H8 -1.97 2.64 -0.54
O5 0.60 -0.67 2.68
H9 0.49 -0.16 1.83
H10 1.43 -0.52 3.07
O6 2.92 -0.75 0.15
H11 2.10 -0.33 0.23
H12 3.17 -0.92 1.04
O7 0.48 1.76 -1.89
H13 0.21 2.21 -2.68
H14 1.15 1.26 -2.34

Results
net charge = +1
ΔE to the lowest compared entry with this formula, charge and spin = 0.409 eV

=====

Computed, not measured: C45H42BrN3O10PbS3 as an isolated structure, with wB97M-V/def2-TZVPD.

Cartesian coordinates (Å):
Pb1 -1.86 -0.82 -0.92
O1 0.82 -4.62 -5.49
C1 0.26 -3.78 -4.60
C2 -0.94 -3.11 -4.84
C3 -1.42 -2.28 -3.84
N1 -0.78 -2.10 -2.69
C4 0.39 -2.74 -2.48
C5 0.93 -3.59 -3.39
C6 1.09 -2.41 -1.19
O2 2.26 -2.70 -1.02
O3 0.34 -1.76 -0.32
C7 -2.72 -1.48 -3.99
O4 -3.03 -1.13 -5.13
O5 -3.31 -1.27 -2.86
H1 0.30 -4.68 -6.30
H2 -1.49 -3.21 -5.76
H3 1.87 -4.10 -3.20
O6 -1.41 0.27 1.42
S1 -0.56 0.43 2.67
C8 -0.80 -1.06 3.68
C9 -2.21 -1.35 4.20
C10 -3.24 -1.72 3.11
C11 -3.11 -3.17 2.65
S2 -3.80 -3.50 1.00
O7 -2.89 -2.72 0.07
C12 -5.32 -2.59 1.17
C13 -5.49 -1.37 0.53
C14 -6.67 -0.67 0.74
C15 -7.66 -1.19 1.56
C16 -7.48 -2.43 2.17
C17 -6.31 -3.14 1.97
C18 -1.40 1.63 3.67
C19 -2.72 1.95 3.40
C20 -3.36 2.87 4.21
C21 -2.68 3.47 5.27
C22 -1.35 3.16 5.52
C23 -0.70 2.23 4.71
H4 -0.11 -0.90 4.52
H5 -0.41 -1.87 3.05
H6 -2.57 -0.49 4.75
H7 -2.13 -2.17 4.92
H8 -3.10 -1.05 2.26
H9 -4.24 -1.56 3.50
H10 -3.61 -3.86 3.33
H11 -2.06 -3.48 2.54
H12 -4.72 -0.98 -0.12
H13 -6.83 0.28 0.24
H14 -8.58 -0.64 1.72
H15 -8.26 -2.84 2.80
H16 -6.17 -4.11 2.44
H17 -3.23 1.48 2.57
H18 -4.40 3.12 4.03
H19 -3.19 4.18 5.91
H20 -0.82 3.63 6.34
H21 0.34 1.97 4.90
C24 -3.68 1.83 -3.49
O8 -2.32 1.62 -3.00
C25 -1.39 2.45 -3.34
C26 -1.58 3.60 -4.07
C27 -0.49 4.41 -4.32
Br1 -0.72 5.96 -5.30
C28 0.82 4.09 -3.84
C29 1.04 2.93 -3.16
C30 -0.05 2.07 -2.90
O9 0.08 0.94 -2.26
C31 2.41 2.69 -2.64
N2 3.11 3.64 -2.11
C32 4.32 3.05 -1.76
C33 5.45 3.61 -1.16
C34 6.54 2.79 -0.95
C35 6.52 1.43 -1.33
C36 5.42 0.86 -1.92
C37 4.31 1.70 -2.12
N3 3.08 1.49 -2.69
H22 -4.08 2.75 -3.08
H23 -4.23 0.96 -3.15
H24 -3.68 1.84 -4.58
H25 -2.56 3.88 -4.44
H26 1.65 4.75 -4.02
H27 0.97 0.77 -1.87
H28 5.46 4.65 -0.87
H29 7.43 3.19 -0.50
H30 7.40 0.82 -1.16
H31 5.41 -0.18 -2.23
H32 2.75 0.61 -3.05
C38 7.41 -1.85 2.23
C39 6.03 -1.51 1.75
C40 5.00 -1.26 2.67
C41 3.75 -0.88 2.25
C42 3.54 -0.71 0.87
C43 4.52 -1.02 -0.07
C44 5.76 -1.40 0.38
S3 2.02 -0.04 0.35
C45 2.18 1.66 1.01
O10 2.08 0.22 -1.11
H33 7.40 -2.26 3.23
H34 8.01 -0.93 2.25
H35 7.90 -2.54 1.55
H36 5.19 -1.38 3.73
H37 2.95 -0.70 2.96
H38 4.29 -0.94 -1.13
H39 6.54 -1.61 -0.34
H40 2.99 2.10 0.42
H41 2.42 1.63 2.07
H42 1.23 2.17 0.83

Results
net charge = +2
ΔE to the lowest compared entry with this formula, charge and spin = 2.207 eV

=====

Computed, not measured: C39H36BCl3FN5O6PTl as an isolated structure, with wB97M-V/def2-TZVPD.

Cartesian coordinates (Å):
Tl1 1.70 -0.01 0.41
O1 3.82 -4.01 0.34
C1 3.35 -3.03 -0.23
O2 2.17 -2.55 -0.13
C2 4.29 -2.27 -1.19
P1 3.52 -0.77 -1.95
C3 5.07 0.01 -2.58
C4 5.46 1.17 -1.90
C5 6.64 1.83 -2.24
C6 7.44 1.34 -3.26
C7 7.08 0.17 -3.92
C8 5.92 -0.49 -3.57
C9 2.67 -1.48 -3.42
C10 1.44 -2.29 -3.05
C11 0.70 -3.03 -4.18
C12 1.08 -2.60 -5.57
C13 2.05 -1.72 -5.80
C14 2.85 -1.15 -4.71
H1 4.67 -2.95 -1.95
H2 5.14 -1.91 -0.61
H3 4.84 1.51 -1.07
H4 6.93 2.71 -1.69
H5 8.35 1.87 -3.54
H6 7.72 -0.23 -4.70
H7 5.68 -1.43 -4.06
H8 1.68 -2.99 -2.24
H9 0.84 -4.11 -4.07
H10 0.51 -3.04 -6.39
H11 2.30 -1.44 -6.81
H12 3.62 -0.45 -4.99
Cl1 -4.61 -3.21 -4.64
C15 -3.10 -2.60 -4.00
C16 -3.13 -1.56 -3.09
C17 -1.93 -1.08 -2.56
Cl2 -1.95 0.27 -1.48
C18 -0.74 -1.67 -2.94
O3 0.47 -1.34 -2.48
C19 -0.74 -2.68 -3.89
Cl3 -0.01 -6.23 -2.03
C20 -1.91 -3.18 -4.42
H13 -4.06 -1.12 -2.79
H14 -1.90 -4.00 -5.13
N1 -0.12 -3.91 -0.05
C21 -1.18 -3.31 0.41
O4 -0.95 -2.02 0.78
C22 -2.48 -3.80 0.57
C23 -3.50 -2.93 1.00
N2 -4.33 -2.20 1.36
C24 -2.86 -5.17 0.39
N3 -3.29 -6.24 0.32
H15 -0.15 -4.79 -0.63
H16 0.77 -3.42 0.01
C25 -1.63 4.70 1.49
C26 -0.57 4.11 0.62
C27 0.52 4.68 0.00
C28 1.17 3.61 -0.67
N4 0.51 2.48 -0.47
N5 -0.53 2.80 0.32
C29 2.46 3.60 -1.41
H17 -1.53 5.78 1.53
H18 -1.56 4.31 2.51
H19 -2.63 4.46 1.11
H20 0.81 5.71 0.02
H21 -1.15 2.06 0.63
H22 2.75 4.61 -1.71
H23 2.39 2.97 -2.30
H24 3.23 3.17 -0.77
F1 3.63 1.27 0.56
C30 -4.87 2.25 6.73
C31 -4.05 2.61 5.48
C32 -5.01 3.20 4.44
C33 -3.01 3.67 5.87
C34 -3.33 1.38 4.92
C35 -3.00 0.30 5.73
C36 -2.36 -0.84 5.23
C37 -2.05 -0.86 3.90
O5 -1.46 -1.85 3.16
B1 -1.46 -1.36 1.86
O6 -1.93 -0.04 1.80
C38 -2.34 0.23 3.08
C39 -2.98 1.34 3.56
H25 -5.48 3.11 7.03
H26 -4.23 1.99 7.58
H27 -5.54 1.41 6.54
H28 -5.65 3.95 4.91
H29 -5.64 2.43 4.01
H30 -4.47 3.70 3.63
H31 -3.51 4.55 6.30
H32 -2.44 3.99 5.00
H33 -2.32 3.27 6.62
H34 -3.25 0.32 6.78
H35 -2.12 -1.68 5.87
H36 -3.20 2.16 2.89

Results
net charge = -2
ΔE to the lowest compared entry with this formula, charge and spin = 0.721 eV

=====

Computed, not measured: a 2-piece molecular cluster, C3H6NO2 overall, with wB97M-V/def2-TZVPD.

Cartesian coordinates (Å):
C1 0.23 0.34 1.72
C2 -0.36 -0.85 1.65
N1 -0.30 -1.65 0.52
H1 0.76 0.73 0.85
H2 0.18 0.89 2.65
H3 -0.79 -1.39 2.48
H4 -1.01 -2.35 0.41
H5 -0.04 -1.19 -0.36
O1 -0.49 2.29 -2.67
C3 0.32 1.37 -2.47
O2 0.39 0.57 -1.51
H6 1.11 1.25 -3.27

Results
net charge = -1
ΔE to the lowest compared entry with this formula, charge and spin = 0.959 eV

=====

Computed, not measured: C36H50Br4N3O5PPb as an isolated structure, with wB97M-V/def2-TZVPD.

Cartesian coordinates (Å):
Pb1 0.08 0.29 -0.05
Br1 1.38 3.70 7.04
C1 1.52 2.79 5.42
C2 2.55 1.71 5.30
Br2 3.67 1.38 6.75
C3 2.67 0.98 4.18
Br3 3.90 -0.41 3.98
C4 1.82 1.24 2.99
O1 1.89 0.56 2.00
C5 0.81 2.41 3.10
O2 0.16 2.71 2.14
C6 0.71 3.11 4.40
Br4 -0.59 4.44 4.48
O3 -1.30 1.83 -1.93
C7 -2.41 1.19 -2.59
C8 -2.26 -0.35 -2.43
O4 -2.84 -1.07 -3.22
O5 -1.61 -0.74 -1.39
C9 -3.72 1.51 -1.88
C10 -4.93 1.35 -2.56
C11 -6.13 1.55 -1.91
C12 -6.16 1.91 -0.57
C13 -4.97 2.06 0.12
C14 -3.75 1.86 -0.54
C15 -2.41 1.70 -4.04
C16 -2.28 0.92 -5.17
C17 -2.20 1.51 -6.43
C18 -2.27 2.88 -6.58
C19 -2.42 3.68 -5.45
C20 -2.49 3.09 -4.20
H1 -1.64 2.59 -1.43
H2 -4.91 1.06 -3.60
H3 -7.06 1.42 -2.45
H4 -7.10 2.06 -0.06
H5 -4.97 2.35 1.16
H6 -2.84 1.96 0.03
H7 -2.25 -0.16 -5.07
H8 -2.09 0.87 -7.30
H9 -2.20 3.33 -7.56
H10 -2.49 4.75 -5.54
H11 -2.62 3.72 -3.32
C21 0.68 -0.61 -4.07
C22 2.16 -0.99 -3.92
C23 2.95 0.26 -4.30
C24 2.52 -2.13 -4.89
P1 2.48 -1.36 -2.10
N1 1.76 -0.26 -1.24
C25 1.91 -3.12 -1.67
C26 0.49 -3.30 -2.24
C27 2.81 -4.23 -2.22
C28 1.79 -3.26 -0.15
C29 4.34 -1.18 -1.71
C30 4.58 -1.75 -0.31
C31 4.68 0.32 -1.63
C32 5.26 -1.88 -2.72
H12 0.52 -0.27 -5.10
H13 0.43 0.21 -3.40
H14 -0.02 -1.43 -3.88
H15 2.59 0.60 -5.28
H16 4.02 0.08 -4.39
H17 2.78 1.07 -3.59
H18 2.42 -1.76 -5.91
H19 1.86 -2.99 -4.79
H20 3.55 -2.47 -4.77
H21 0.47 -3.35 -3.32
H22 -0.19 -2.51 -1.91
H23 0.09 -4.25 -1.86
H24 2.97 -4.16 -3.29
H25 2.33 -5.20 -2.02
H26 3.78 -4.25 -1.72
H27 1.31 -2.39 0.30
H28 2.75 -3.42 0.34
H29 1.15 -4.12 0.07
H30 3.88 -1.34 0.41
H31 5.59 -1.48 0.00
H32 4.52 -2.84 -0.30
H33 3.91 0.86 -1.10
H34 4.82 0.77 -2.61
H35 5.62 0.42 -1.08
H36 5.04 -2.94 -2.81
H37 6.29 -1.78 -2.37
H38 5.21 -1.43 -3.71
C33 -3.21 -4.32 0.02
C34 -2.56 -3.60 1.20
C35 -3.62 -2.80 1.96
C36 -1.90 -4.61 2.13
N2 -1.52 -2.74 0.60
N3 -0.93 -1.77 1.45
H39 -3.92 -5.07 0.38
H40 -2.45 -4.82 -0.58
H41 -3.74 -3.61 -0.62
H42 -4.46 -3.44 2.23
H43 -4.01 -1.98 1.34
H44 -3.23 -2.38 2.89
H45 -2.62 -5.35 2.47
H46 -1.48 -4.12 3.01
H47 -1.09 -5.12 1.60
H48 -1.88 -2.25 -0.22
H49 -0.25 -2.23 2.05
H50 -1.61 -1.30 2.04

Results
net charge = 0
ΔE to the lowest compared entry with this formula, charge and spin = 0.487 eV